1.
{"formula": "C13H13BF2N2O9Re", "method": "ωB97M-V with the def2-TZVPD basis set", "e_homo_ha": [-0.323, -0.325], "s_squared": 3.771, "energy_ev": -43342.405, "de_lowest_ev": 0.183, "spin_multiplicity": 4, "species": ["Re", "O", "C", "C", "N", "C", "C", "O", "O", "C", "C", "O", "O", "H", "H", "H", "H", "H", "H", "H", "H", "H", "O", "C", "O", "C", "C", "C", "C", "C", "C", "N", "O", "O", "H", "H", "H", "H", "F", "B", "F"], "xyz": [[0.0927, 0.0306, -0.2667], [-1.3616, 0.6534, 1.7292], [-0.6987, 0.4068, 2.9815], [0.7385, 0.8754, 2.9467], [1.4839, 0.1644, 1.9180], [1.7086, -1.2479, 2.2271], [0.6757, -2.1923, 1.6377], [0.5203, -3.2938, 2.0872], [-0.0244, -1.7157, 0.6136], [2.6639, 0.8422, 1.4100], [3.0246, 0.3093, 0.0339], [4.1600, 0.2864, -0.3534], [1.9970, -0.0991, -0.7113], [-1.5959, 1.5876, 1.6704], [-0.7654, -0.6690, 3.1341], [-1.2414, 0.8915, 3.7934], [1.1783, 0.7540, 3.9471], [0.7613, 1.9421, 2.7079], [1.7431, -1.4299, 3.3044], [2.6739, -1.5581, 1.8204], [3.5429, 0.7602, 2.0546], [2.4296, 1.9037, 1.2875], [0.1025, 1.8914, -1.2669], [-0.3120, 1.9313, -2.4553], [-0.9387, 0.9561, -2.9839], [-0.0603, 3.1267, -3.2915], [0.6957, 4.1784, -2.7854], [0.9521, 5.2882, -3.5752], [0.4547, 5.3459, -4.8689], [-0.2892, 4.2842, -5.3415], [-0.5622, 3.1667, -4.5849], [-0.8174, 4.3447, -6.7299], [-1.4842, 3.4085, -7.1092], [-0.6449, 5.3759, -7.3425], [1.0834, 4.1139, -1.7781], [1.5422, 6.1074, -3.1886], [0.6366, 6.1940, -5.5128], [-1.1444, 2.3544, -4.9927], [-1.6199, -1.2793, -2.6760], [-1.1879, -0.1908, -2.0192], [-2.1230, 0.2807, -0.9806]], "atomic_forces_ev_per_a": [[0.02, -0.16, -0.36], [0.12, 0.15, -0.06], [-0.21, -0.04, -0.09], [0.09, 0.06, 0.05], [-0.17, 0.05, -0.04], [0.24, 0.18, 0.09], [-0.48, -0.01, -0.41], [0.06, -0.09, 0.09], [0.07, -0.08, 0.16], [-0.09, 0.08, 0.16], [-0.11, -0.15, -0.43], [0.09, 0.03, -0.01], [0.19, 0.08, 0.17], [-0.10, -0.04, 0.02], [0.00, -0.02, 0.03], [-0.02, 0.03, 0.00], [0.04, -0.03, -0.03], [0.00, 0.00, 0.02], [0.04, 0.02, 0.01], [0.00, -0.01, 0.01], [0.00, -0.03, 0.02], [0.04, 0.00, 0.02], [0.16, 0.14, 0.05], [0.14, 0.27, 0.10], [-0.20, -0.23, 0.06], [-0.07, -0.21, 0.16], [0.04, 0.09, -0.02], [-0.03, -0.03, 0.02], [0.10, 0.11, 0.04], [0.09, -0.14, -0.33], [0.00, -0.01, -0.03], [-0.69, 0.35, 0.54], [0.22, -0.20, -0.15], [0.30, -0.04, -0.17], [0.00, 0.00, -0.01], [0.00, -0.01, 0.00], [0.00, -0.01, 0.01], [0.01, -0.01, 0.01], [0.11, 0.17, 0.02], [-0.01, -0.20, 0.38], [0.04, -0.06, -0.09]]}



2.
{"formula": "C4H13NO2", "method": "ωB97M-V with the def2-TZVPD basis set", "e_homo_ha": -0.355, "smiles": "C[C@H](O)CCN.O", "energy_ev": -9943.575, "de_lowest_ev": 0.622, "species": ["C", "C", "O", "C", "C", "N", "H", "H", "H", "H", "H", "H", "H", "H", "H", "H", "H", "O", "H", "H"], "xyz": [[2.5588, -1.5806, 0.6000], [1.1323, -1.0663, 0.5077], [0.6411, -1.4073, -0.7539], [1.0668, 0.4961, 0.7828], [0.6900, 1.3840, -0.4497], [-0.6844, 1.0957, -0.8597], [3.2069, -0.7747, 0.2497], [2.6547, -2.5225, 0.0770], [2.8069, -1.7324, 1.6534], [0.5484, -1.5370, 1.3104], [-0.0915, -0.8101, -0.9752], [0.2629, 0.6574, 1.5015], [2.0128, 0.8971, 1.1423], [0.8772, 2.4293, -0.1899], [1.4054, 1.1462, -1.2370], [-0.9661, 1.5591, -1.7077], [-1.2939, 1.4024, -0.1060], [-5.7836, 0.2813, -0.8208], [-6.2013, -0.0184, -0.0150], [-4.8434, 0.1007, -0.7097]], "atomic_forces_ev_per_a": [[-0.25, 0.71, 0.71], [0.26, 1.01, 0.59], [-0.24, -0.18, -0.56], [-0.79, -0.04, -1.06], [0.81, -0.81, 0.55], [0.06, -0.16, 0.47], [0.33, -0.49, -0.42], [0.21, -0.02, -0.25], [0.09, -0.07, -0.03], [-0.16, -0.11, -0.20], [-0.06, 0.02, 0.07], [0.24, 0.19, 0.40], [0.00, -0.22, 0.39], [-0.17, 0.08, 0.08], [-0.27, -0.07, -0.32], [0.05, 0.22, -0.15], [-0.12, -0.06, -0.26], [0.24, 0.13, -0.29], [-0.09, -0.12, 0.26], [-0.14, -0.03, 0.02]]}



3.
{"formula": "C17H37BBrNO7P2S", "method": "ωB97M-V with the def2-TZVPD basis set", "e_homo_ha": -0.318, "smiles": "COCCCCCCCCCCC[C@]1(P(O)Br)CS(=O)(=O)O[C@H](B(N)O)[C@H]1P(C)O", "energy_ev": -134186.299, "de_lowest_ev": 0.000, "species": ["C", "O", "C", "C", "C", "C", "C", "C", "C", "C", "C", "C", "C", "C", "P", "O", "Br", "C", "S", "O", "O", "O", "C", "B", "N", "O", "C", "P", "C", "O", "H", "H", "H", "H", "H", "H", "H", "H", "H", "H", "H", "H", "H", "H", "H", "H", "H", "H", "H", "H", "H", "H", "H", "H", "H", "H", "H", "H", "H", "H", "H", "H", "H", "H", "H", "H", "H"], "xyz": [[-2.4287, 2.6344, 0.9744], [-2.9999, 1.4899, 0.3566], [-3.7103, 0.6273, 1.2436], [-3.9147, -0.7175, 0.5620], [-4.5199, -1.7752, 1.4912], [-3.5728, -2.0723, 2.6706], [-3.0735, -3.5232, 2.8645], [-1.5401, -3.5092, 2.9358], [-0.9307, -3.1778, 1.5670], [0.4071, -2.4443, 1.6139], [1.2215, -2.5434, 0.3232], [2.3168, -1.4788, 0.2496], [1.8300, -0.0480, -0.0370], [1.5438, 0.4362, -1.4996], [-0.2501, 0.1091, -2.1312], [-1.0473, -0.4274, -0.8176], [-0.0872, -1.8442, -3.2096], [2.5021, -0.2074, -2.5158], [4.1769, 0.3887, -2.4601], [5.0659, -0.6589, -2.0720], [4.4141, 1.1625, -3.6494], [4.1184, 1.3660, -1.2257], [3.1881, 2.4667, -1.3495], [3.4230, 3.4424, -0.1090], [4.5305, 3.2269, 0.8109], [2.5490, 4.5032, -0.0148], [1.6852, 2.0006, -1.4437], [0.9385, 3.2392, -2.6481], [1.1123, 2.3854, -4.2607], [-0.6759, 3.1261, -2.2841], [-1.3462, 2.5162, 1.1111], [-2.8833, 2.8351, 1.9497], [-2.5922, 3.4988, 0.3295], [-3.1307, 0.5223, 2.1708], [-4.6840, 1.0673, 1.4994], [-2.9542, -1.0870, 0.2035], [-4.5569, -0.5667, -0.3108], [-5.5054, -1.4548, 1.8426], [-4.6693, -2.6837, 0.9010], [-4.0244, -1.7257, 3.6043], [-2.6788, -1.4555, 2.5322], [-3.3818, -4.1698, 2.0349], [-3.5000, -3.9529, 3.7741], [-1.2564, -2.7412, 3.6671], [-1.1308, -4.4579, 3.2952], [-1.6076, -2.5172, 1.0177], [-0.8559, -4.0920, 0.9658], [1.0202, -2.7893, 2.4563], [0.1744, -1.3909, 1.8163], [1.6812, -3.5385, 0.2951], [0.5645, -2.4866, -0.5432], [3.1166, -1.7558, -0.4423], [2.7964, -1.4578, 1.2363], [2.6173, 0.6176, 0.3265], [0.9555, 0.1702, 0.5834], [-1.6589, 0.2611, -0.4954], [2.1931, -0.0153, -3.5442], [2.5579, -1.2866, -2.3957], [3.4488, 3.0295, -2.2575], [4.9431, 4.1056, 1.1059], [4.3443, 2.6816, 1.6431], [2.1632, 4.6390, 0.8572], [1.1894, 2.2761, -0.5028], [0.4778, 1.5087, -4.4051], [0.8902, 3.1226, -5.0363], [2.1643, 2.1057, -4.3837], [-1.1534, 2.4910, -2.8373]], "atomic_forces_ev_per_a": [[-0.02, 0.20, 0.01], [0.23, -0.19, -0.16], [0.05, -0.12, 0.07], [-0.29, 0.15, 0.07], [0.24, -0.04, -0.04], [-0.07, -0.06, 0.16], [0.13, 0.09, -0.08], [-0.02, 0.07, -0.09], [0.00, 0.00, -0.10], [-0.03, 0.14, 0.07], [0.07, -0.17, 0.09], [-0.13, 0.07, 0.05], [0.15, 0.05, 0.03], [0.01, -0.34, 0.12], [0.19, 0.06, 0.12], [0.43, 0.27, 0.18], [-0.01, -0.13, -0.03], [-0.18, 0.10, -0.35], [0.18, 0.15, -0.08], [-0.08, 0.10, -0.13], [-0.01, -0.22, 0.19], [0.02, 0.08, 0.03], [-0.21, 0.11, 0.25], [0.13, -0.06, 0.20], [-0.32, 0.44, 0.05], [-0.35, -0.38, -0.26], [0.08, -0.15, -0.04], [-0.02, -0.19, 0.29], [0.04, 0.16, -0.16], [-0.10, 0.21, -0.38], [-0.11, -0.12, 0.01], [-0.01, -0.05, -0.09], [0.01, -0.08, -0.01], [-0.11, -0.04, -0.08], [0.09, 0.07, 0.00], [-0.08, -0.04, 0.00], [0.07, -0.01, -0.01], [0.05, -0.03, -0.03], [-0.08, 0.04, 0.07], [0.04, -0.01, -0.03], [-0.08, -0.01, 0.08], [-0.06, 0.10, 0.02], [0.03, -0.02, -0.05], [0.10, -0.09, -0.04], [-0.09, 0.03, 0.03], [-0.07, -0.17, -0.07], [0.05, 0.02, 0.10], [-0.04, -0.03, -0.07], [0.12, -0.03, 0.09], [-0.02, 0.07, -0.08], [-0.09, 0.03, -0.02], [-0.09, -0.03, -0.01], [0.04, 0.09, -0.10], [-0.08, -0.06, 0.04], [-0.07, -0.01, -0.13], [-0.30, 0.15, 0.01], [-0.03, -0.02, 0.07], [-0.02, 0.04, 0.08], [0.05, -0.12, 0.00], [-0.19, 0.00, 0.22], [0.27, -0.38, -0.22], [0.53, 0.34, 0.02], [-0.01, 0.07, -0.13], [0.04, 0.03, 0.02], [-0.05, -0.11, -0.01], [-0.06, 0.02, 0.00], [0.10, -0.08, 0.23]]}



4.
{"formula": "C6H7LuNO4", "method": "ωB97M-V with the def2-TZVPD basis set", "e_homo_ha": [-0.694, -0.694], "charge": 3, "energy_ev": -49601.171, "de_lowest_ev": 0.010, "species": ["Lu", "C", "O", "C", "O", "C", "O", "C", "O", "C", "H", "H", "C", "H", "H", "N", "H", "H", "H"], "xyz": [[-1.1815, 0.5508, 0.3062], [-2.8419, 1.6281, 1.3939], [-3.5876, 2.2587, 2.0130], [-0.2327, -0.5266, 2.2663], [0.3934, -0.8340, 3.1773], [-0.2203, 1.9630, 1.8557], [0.3020, 2.5410, 2.7083], [-2.6221, -1.1977, 0.7545], [-3.3051, -2.0888, 1.0274], [2.9272, -1.3423, -1.6183], [2.2971, -1.7776, -2.3983], [3.3271, -0.3514, -1.8361], [3.0944, -1.9370, -0.4324], [3.6137, -1.4355, 0.3857], [2.7162, -2.9338, -0.2167], [-1.1914, 1.3080, -2.0318], [-0.8218, 2.2357, -2.2571], [-2.0772, 1.2596, -2.5316], [-0.5897, 0.6799, -2.5658]], "atomic_forces_ev_per_a": [[1.80, -0.27, -3.64], [-5.58, 4.36, 4.15], [3.58, -3.15, -3.06], [3.15, -1.98, 4.23], [-2.60, 1.06, -3.53], [3.58, 4.27, 4.98], [-2.50, -2.61, -4.01], [-4.53, -5.89, 1.49], [3.31, 4.36, -1.33], [-0.98, 0.61, -0.29], [0.55, -0.18, 0.08], [0.14, -0.28, 0.09], [-0.30, 0.15, 0.72], [0.21, -0.22, -0.33], [0.07, 0.09, -0.16], [0.27, -0.41, 0.81], [-0.01, 0.15, 0.11], [-0.36, 0.06, -0.08], [0.19, -0.12, -0.24]]}